C15H11N7OPtS2 | the ωB97M-V functional and the def2-TZVPD basis

XYZ file:
```
37
C15H11N7OPtS2 the ωB97M-V functional and the def2-TZVPD basis
Pt 0.582 -0.977 -0.307
S 2.364 -2.117 0.789
C 2.309 -0.768 1.897
S 0.806 -0.046 2.105
C 3.528 -0.214 2.391
C 3.590 1.147 2.319
N 3.507 2.290 2.083
C 4.685 -1.022 2.601
N 5.594 -1.711 2.739
C -4.200 0.475 -0.262
N -3.488 -0.799 -0.402
C -4.128 -1.990 -0.540
C -3.449 -3.153 -0.658
C -2.027 -3.119 -0.629
N -1.418 -1.929 -0.501
C -2.123 -0.774 -0.407
O -1.473 0.286 -0.324
N -1.305 -4.223 -0.729
H -5.255 0.284 -0.096
H -4.075 1.078 -1.160
H -3.790 1.029 0.579
H -5.209 -1.962 -0.558
H -3.969 -4.092 -0.768
H -1.752 -5.121 -0.812
H -0.300 -4.199 -0.731
N 4.185 4.187 0.825
C 3.481 3.175 0.967
C 2.453 2.754 -0.060
C 1.552 3.646 -0.631
C 0.614 3.150 -1.525
C 0.539 1.784 -1.746
N 1.396 0.929 -1.173
C 2.378 1.419 -0.411
H 1.576 4.696 -0.370
H -0.084 3.811 -2.019
H -0.213 1.367 -2.400
H 3.120 0.708 -0.077
```

Properties
multiplicity	5
expectation value of S²	6.032
charge	+2
DFT total energy	-1951.6848	hartree